(1)
Entry from OMol25: a cluster of 17 separate species, C19H37Cl33IN3OP in total (ωB97M-V with the def2-TZVPD basis set).

Geometry (Å):
C (0.437, -2.987, 0.131)
N (0.749, -1.551, 0.160)
C (2.010, -0.950, 0.075)
N (1.816, 0.308, 0.136)
N (0.516, 0.567, 0.216)
Cl (-0.269, 2.047, 0.250)
C (-0.150, -0.601, 0.236)
P (-1.986, -0.989, 0.301)
O (-2.704, 0.051, 1.326)
I (-2.674, -0.526, -2.018)
H (1.376, -3.554, 0.051)
H (-0.125, -3.205, -0.784)
H (-0.071, -3.331, 1.036)
H (2.948, -1.474, -0.039)
H (-3.526, -0.353, 1.663)
C (0.790, -6.291, -2.718)
Cl (-0.521, -5.885, -1.602)
Cl (1.845, -4.906, -3.025)
H (1.382, -7.088, -2.280)
H (0.361, -6.620, -3.658)
C (2.905, 2.254, 3.416)
Cl (2.322, 3.895, 3.704)
Cl (1.861, 1.399, 2.266)
H (3.906, 2.303, 3.001)
H (2.919, 1.714, 4.357)
C (3.547, 5.724, 0.367)
Cl (3.625, 4.927, -1.216)
Cl (4.944, 6.771, 0.633)
H (2.649, 6.323, 0.411)
H (3.524, 4.965, 1.142)
C (-4.177, 3.200, -2.026)
Cl (-5.175, 2.431, -3.264)
Cl (-3.246, 4.552, -2.685)
H (-4.822, 3.570, -1.236)
H (-3.486, 2.463, -1.629)
C (-4.563, -3.913, 1.652)
Cl (-4.817, -2.411, 2.559)
Cl (-2.952, -3.963, 0.931)
H (-4.675, -4.753, 2.328)
H (-5.302, -3.973, 0.858)
C (-8.022, -1.663, 0.624)
Cl (-7.847, -2.518, -0.913)
Cl (-6.624, -0.633, 0.954)
H (-8.911, -1.044, 0.583)
H (-8.113, -2.394, 1.422)
C (1.315, 9.090, 1.732)
Cl (-0.282, 9.027, 0.979)
Cl (1.767, 7.521, 2.419)
H (2.045, 9.366, 0.981)
H (1.301, 9.828, 2.527)
C (4.373, -5.790, 0.752)
Cl (4.580, -4.042, 0.557)
Cl (2.836, -6.349, 0.076)
H (5.184, -6.296, 0.240)
H (4.398, -6.027, 1.811)
C (0.520, 1.699, -3.765)
Cl (-1.028, 1.635, -4.613)
Cl (0.913, 0.137, -3.024)
H (1.299, 1.956, -4.474)
H (0.463, 2.454, -2.988)
C (-0.374, -5.476, 3.490)
Cl (-0.187, -6.334, 1.960)
Cl (1.047, -4.475, 3.842)
H (-1.246, -4.832, 3.426)
H (-0.502, -6.199, 4.288)
C (5.730, -7.435, 4.464)
Cl (6.047, -5.908, 3.627)
Cl (4.448, -8.350, 3.660)
H (6.638, -8.028, 4.467)
H (5.419, -7.219, 5.481)
C (-2.651, 3.831, -7.155)
Cl (-3.651, 3.053, -8.388)
Cl (-1.745, 5.193, -7.820)
H (-3.293, 4.193, -6.358)
H (-1.948, 3.103, -6.764)
C (2.332, -5.970, 6.992)
Cl (4.025, -6.343, 7.344)
Cl (1.242, -7.182, 7.671)
H (2.093, -5.003, 7.422)
H (2.199, -5.943, 5.917)
C (-1.742, 8.944, -6.609)
Cl (-1.089, 10.331, -5.731)
Cl (-2.345, 7.701, -5.507)
H (-2.561, 9.281, -7.236)
H (-0.956, 8.516, -7.221)
C (-5.690, -5.489, -2.195)
Cl (-3.968, -5.799, -1.928)
Cl (-6.697, -6.732, -1.448)
H (-5.943, -4.527, -1.761)
H (-5.881, -5.476, -3.263)
C (6.026, 10.618, 0.813)
Cl (7.086, 9.302, 1.329)
Cl (4.340, 10.298, 1.246)
H (6.343, 11.534, 1.298)
H (6.097, 10.724, -0.264)

Frontier orbital gap, eV: 8.0891
Spin multiplicity: 1
HOMO, eV: -11.56
Net charge: +1

---

(2)
Entry from OMol25: a structure of composition C25H26N3O4RuS (ωB97M-V with the def2-TZVPD basis set).

Geometry (Å):
Ru (1.087, -0.551, -0.931)
O (2.588, 0.547, -0.212)
C (3.043, 1.690, -0.541)
C (4.026, 2.265, 0.333)
C (4.575, 3.478, 0.055)
C (4.174, 4.168, -1.106)
C (3.217, 3.627, -1.976)
C (2.639, 2.407, -1.732)
C (1.659, 1.837, -2.655)
N (0.857, 0.794, -2.436)
C (0.070, 0.631, -3.565)
C (0.402, 1.580, -4.470)
N (1.395, 2.321, -3.878)
H (4.301, 1.696, 1.211)
H (5.312, 3.913, 0.715)
H (4.605, 5.134, -1.331)
H (2.937, 4.208, -2.846)
H (-0.677, -0.139, -3.642)
H (0.033, 1.786, -5.459)
H (1.869, 3.096, -4.318)
C (-5.144, -0.542, 0.264)
O (-3.952, -0.369, 1.064)
C (-3.538, 0.900, 1.296)
C (-3.993, 2.010, 0.596)
C (-3.552, 3.279, 0.936)
C (-2.665, 3.478, 1.990)
C (-2.223, 2.389, 2.699)
C (-2.637, 1.104, 2.340)
N (-2.242, 0.044, 3.210)
C (-2.000, -1.207, 3.018)
C (-1.784, -1.927, 1.768)
C (-2.101, -3.260, 1.738)
C (-1.967, -4.017, 0.560)
C (-1.446, -3.446, -0.630)
C (-1.056, -2.150, -0.614)
C (-1.167, -1.330, 0.585)
O (-0.675, -0.189, 0.596)
H (-5.380, -1.600, 0.311)
H (-4.956, -0.253, -0.769)
H (-5.963, 0.040, 0.681)
H (-4.713, 1.887, -0.200)
H (-3.929, 4.131, 0.385)
H (-2.351, 4.475, 2.267)
H (-1.554, 2.517, 3.544)
H (-2.225, 0.321, 4.189)
H (-1.913, -1.788, 3.931)
H (-2.501, -3.734, 2.628)
H (-2.277, -5.054, 0.558)
H (-1.368, -4.046, -1.527)
H (-0.704, -1.663, -1.538)
C (4.152, -3.030, -0.768)
S (3.195, -2.538, 0.640)
C (2.953, -4.115, 1.398)
O (1.783, -2.207, 0.082)
H (5.086, -3.463, -0.406)
H (4.372, -2.137, -1.351)
H (3.580, -3.757, -1.345)
H (3.927, -4.466, 1.743)
H (2.523, -4.800, 0.667)
H (2.295, -3.971, 2.252)

Relative energy (zero: lowest compared OMol25 entry of this formula, charge and spin), kcal/mol: 25.7
Frontier orbital gap (spin up / spin down), eV: 7.3069 / 5.1432
Spin multiplicity: 5
HOMO (spin up / spin down), eV: -16.28 / -16.28
Net charge: +3
Expectation value of S²: 6.0786

---

(3)
Entry from OMol25: an isolated molecule of C3H6N2OS (ωB97M-V with the def2-TZVPD basis set).

Geometry (Å):
H (2.341, -0.922, -0.026)
N (1.510, -1.498, -0.239)
C (0.460, -0.802, -0.013)
N (-0.775, -1.400, -0.177)
S (-2.056, -0.360, -0.547)
C (-1.155, 0.834, 0.535)
C (0.337, 0.735, 0.188)
O (0.627, 1.521, -0.935)
H (-0.769, -2.361, -0.473)
H (-1.525, 1.803, 0.405)
H (-1.284, 0.517, 1.564)
H (0.957, 0.901, 1.106)
H (1.331, 1.033, -1.387)

Relative energy (zero: lowest compared OMol25 entry of this formula, charge and spin), kcal/mol: 46.8
Frontier orbital gap, eV: 8.8725
Spin multiplicity: 1
HOMO, eV: -8.17
SMILES: [H]/N=C1/NSC[C@@H]1O

---

Which formula does entry 2 have? C25H26N3O4RuS

---

What is the spin multiplicity in the second record? 5

---

Which formula does entry 1 have? C19H37Cl33IN3OP

---

Which formula does entry 2 have? C25H26N3O4RuS